No. 1
{
  "formula": "C24H25CoN2O2P",
  "method": "wB97M-V/def2-TZVPD",
  "elements": ["Co", "O", "N", "C", "C", "C", "C", "C", "C", "C", "P", "C", "C", "C", "C", "C", "C", "C", "C", "C", "C", "C", "C", "H", "H", "H", "H", "H", "H", "H", "H", "H", "H", "H", "H", "H", "H", "H", "H", "N", "C", "H", "C", "C", "C", "O", "C", "H", "H", "H", "H", "H", "H", "H", "H"],
  "xyz": [[-0.54129, 1.51922, -0.17855], [-1.34148, 2.58990, -2.45207], [-1.25750, 1.27417, -1.96106], [-0.90265, 0.42853, -2.85865], [-0.70662, -0.98816, -2.62207], [-0.65779, -1.77679, -3.77388], [-0.61582, -3.15841, -3.68789], [-0.63352, -3.76437, -2.44358], [-0.65616, -2.98858, -1.28769], [-0.67564, -1.60404, -1.35585], [-0.55007, -0.70326, 0.22464], [-1.94102, -1.24575, 1.22462], [-3.15888, -1.54602, 0.61258], [-4.25770, -1.87840, 1.38871], [-4.14764, -1.90650, 2.77242], [-2.93841, -1.60170, 3.38479], [-1.83538, -1.26458, 2.61672], [0.97498, -1.22823, 1.01957], [2.09403, -0.39981, 0.91874], [3.29677, -0.78275, 1.49189], [3.38186, -1.98861, 2.17299], [2.26836, -2.81241, 2.28180], [1.06406, -2.43810, 1.71023], [-2.24124, 2.89010, -2.24922], [-0.82043, 0.79179, -3.88132], [-0.67492, -1.29808, -4.74521], [-0.57495, -3.75737, -4.58689], [-0.61826, -4.84290, -2.36337], [-0.64834, -3.48039, -0.32357], [-3.24773, -1.53506, -0.46726], [-5.19750, -2.12384, 0.91327], [-5.00540, -2.17057, 3.37612], [-2.85220, -1.63960, 4.46250], [-0.89199, -1.03891, 3.09919], [2.02403, 0.54305, 0.38897], [4.16459, -0.14250, 1.40893], [4.31789, -2.28847, 2.62448], [2.33775, -3.74889, 2.81838], [0.20088, -3.08357, 1.81204], [-1.47662, 2.25272, 2.66044], [-1.20143, 2.05386, 1.56225], [-1.71613, 2.47659, 3.61013], [2.79745, 4.00315, -1.51611], [2.21230, 4.73577, -0.30179], [1.67246, 3.60600, 0.54556], [1.13573, 2.66402, -0.42821], [1.95297, 2.73150, -1.63799], [3.84292, 3.74929, -1.35154], [2.73330, 4.60743, -2.41723], [1.40063, 5.39864, -0.60150], [2.95513, 5.32445, 0.23158], [0.86369, 3.89475, 1.21202], [2.45897, 3.10676, 1.11678], [1.26843, 2.75460, -2.48387], [2.56553, 1.83032, -1.68597]],
  "forces_ev_per_a": [[-0.2, -0.2, -0.3], [0.0, 0.0, -0.1], [0.5, 0.0, -0.1], [-0.2, 0.0, -0.1], [0.0, -0.1, 0.0], [0.0, 0.1, 0.0], [0.0, -0.1, 0.0], [0.0, 0.0, 0.0], [0.0, 0.0, 0.0], [0.1, 0.0, 0.1], [-0.2, 0.3, 0.0], [0.0, 0.0, 0.0], [0.0, 0.0, 0.0], [0.0, 0.0, 0.0], [0.0, 0.0, 0.0], [0.0, 0.0, 0.0], [0.0, 0.0, 0.0], [0.1, 0.2, 0.0], [0.0, -0.1, 0.0], [0.0, 0.0, 0.0], [0.0, 0.0, 0.0], [0.0, 0.0, 0.0], [0.0, 0.0, 0.0], [0.0, 0.0, 0.0], [-0.1, 0.0, 0.0], [0.0, 0.0, 0.0], [0.0, 0.0, 0.0], [0.0, 0.0, 0.0], [0.0, 0.0, 0.0], [0.0, 0.0, 0.0], [0.0, 0.0, 0.0], [0.0, 0.0, 0.0], [0.0, 0.0, 0.0], [0.0, 0.0, 0.0], [0.0, 0.0, 0.0], [0.0, 0.0, 0.0], [0.0, 0.0, 0.0], [0.0, 0.0, 0.0], [0.0, 0.0, 0.0], [-0.1, 0.2, -0.1], [0.6, -0.4, 0.5], [-0.1, 0.0, 0.0], [0.0, 0.0, 0.0], [0.0, 0.0, 0.0], [0.1, 0.1, 0.0], [-0.3, 0.0, 0.3], [0.0, 0.0, -0.1], [0.0, 0.0, 0.0], [0.0, 0.0, 0.0], [0.0, 0.0, 0.0], [0.0, 0.0, 0.0], [0.0, 0.0, 0.0], [0.0, 0.0, 0.0], [0.0, 0.0, 0.0], [0.0, 0.0, 0.0]],
  "lowdin_charge": [0.432, -0.011, -0.103, -0.010, -0.192, 0.005, -0.017, -0.009, -0.048, -0.261, 1.097, -0.364, -0.074, -0.047, -0.040, -0.052, -0.104, -0.341, -0.082, -0.049, -0.037, -0.040, -0.083, 0.130, 0.161, 0.130, 0.128, 0.128, 0.114, 0.112, 0.120, 0.121, 0.118, 0.109, 0.075, 0.117, 0.122, 0.122, 0.110, 0.247, -0.033, 0.136, -0.122, -0.131, -0.154, -0.290, -0.135, 0.123, 0.125, 0.126, 0.131, 0.112, 0.135, 0.113, 0.125],
  "homo_lumo_gap_ev": [7.1, 8.0],
  "molar_mass_g_mol": 463.383,
  "charge": 2,
  "homo_energy_ev": [-14.897, -14.889],
  "spin_multiplicity": 2,
  "de_lowest_kcal_mol": 5.7
}

***

No. 2
{
  "formula": "C24H25FN3O5Sn",
  "method": "wB97M-V/def2-TZVPD",
  "elements": ["Sn", "C", "C", "N", "C", "C", "C", "O", "O", "C", "O", "C", "C", "C", "F", "C", "C", "C", "N", "C", "C", "N", "C", "C", "H", "H", "H", "H", "H", "H", "H", "H", "H", "H", "H", "H", "H", "H", "H", "H", "H", "H", "C", "C", "O", "C", "C", "C", "C", "C", "C", "O", "H", "H", "H", "H", "H", "H", "H"],
  "xyz": [[0.08798, -3.80462, -2.31588], [4.49145, 2.39373, -0.50070], [3.94975, 1.59118, 0.66856], [2.87218, 0.65698, 0.24964], [3.18602, -0.60658, 0.02771], [2.28407, -1.55485, -0.43257], [2.74713, -2.92438, -0.62131], [3.81164, -3.29752, 0.01410], [2.23731, -3.79685, -1.33267], [0.93838, -1.19286, -0.68724], [0.05148, -1.99683, -1.11887], [0.59454, 0.18424, -0.41720], [-0.71451, 0.63588, -0.63331], [-1.02979, 1.94371, -0.42201], [-2.27313, 2.35413, -0.69814], [-0.08454, 2.88884, 0.03865], [1.20880, 2.43397, 0.25207], [1.56467, 1.10119, 0.02612], [-0.40516, 4.22908, 0.27597], [0.35957, 5.26949, -0.40002], [0.42256, 6.52951, 0.44524], [-0.97770, 6.98059, 0.76080], [-1.76408, 5.88586, 1.43226], [-1.77400, 4.64799, 0.55103], [5.27240, 3.06518, -0.14675], [3.71672, 2.99177, -0.98077], [4.93019, 1.73826, -1.25267], [3.55620, 2.21785, 1.46575], [4.72894, 0.97959, 1.11827], [4.21880, -0.87847, 0.21045], [-1.46753, -0.04493, -1.00497], [1.93910, 3.13531, 0.62524], [-0.09016, 5.50459, -1.37635], [1.37635, 4.93724, -0.59464], [0.93011, 7.33871, -0.07602], [0.91034, 6.34511, 1.40094], [-1.45062, 7.26009, -0.10355], [-0.95447, 7.81213, 1.35539], [-2.77277, 6.25545, 1.60548], [-1.27630, 5.69293, 2.38620], [-2.33662, 4.84986, -0.36952], [-2.30629, 3.87132, 1.09356], [-4.15235, -4.06067, -0.42424], [-2.77162, -4.49784, -0.78897], [-2.10042, -3.78587, -1.53895], [-2.24977, -5.77786, -0.27615], [-3.10320, -6.72691, 0.22211], [-2.63556, -7.97334, 0.70313], [-1.26900, -8.26837, 0.71675], [-0.38123, -7.34046, 0.24840], [-0.83307, -6.07204, -0.28132], [0.05887, -5.27203, -0.69520], [-4.28365, -3.02145, -0.71027], [-4.35042, -4.19524, 0.63829], [-4.88129, -4.65925, -0.97827], [-4.16864, -6.54180, 0.24698], [-3.35270, -8.69545, 1.06985], [-0.92159, -9.22066, 1.09310], [0.68661, -7.51464, 0.23650]],
  "forces_ev_per_a": [[0.1, 0.0, 0.0], [0.0, 0.0, 0.0], [0.0, 0.0, 0.0], [0.0, 0.0, 0.0], [0.0, 0.0, 0.0], [0.1, 0.0, 0.1], [0.0, -0.4, -0.3], [0.1, 0.2, 0.2], [-0.1, 0.3, 0.0], [0.0, -0.1, -0.1], [0.0, 0.1, 0.1], [0.0, 0.0, 0.0], [0.0, 0.0, 0.0], [0.0, 0.0, 0.0], [0.0, 0.0, 0.0], [0.0, 0.0, 0.0], [0.0, 0.0, 0.0], [0.0, 0.0, 0.0], [0.0, 0.0, 0.1], [0.0, 0.0, 0.0], [0.0, 0.0, 0.0], [0.0, 0.0, 0.0], [0.0, 0.0, 0.0], [0.0, 0.0, 0.0], [0.0, 0.0, 0.0], [0.0, 0.0, 0.0], [0.0, 0.0, 0.0], [0.0, 0.0, 0.0], [0.0, 0.0, 0.0], [0.0, 0.0, 0.0], [0.0, 0.0, 0.0], [0.0, 0.0, 0.0], [0.0, 0.0, 0.0], [0.0, 0.0, 0.0], [0.0, 0.0, 0.0], [0.0, 0.0, 0.0], [0.0, 0.0, 0.0], [0.0, 0.0, 0.0], [0.0, 0.0, 0.0], [0.0, 0.0, 0.0], [0.0, 0.0, 0.0], [0.0, 0.0, 0.0], [0.0, 0.0, 0.0], [-0.2, 0.1, -0.1], [0.1, 0.1, 0.1], [0.0, -0.1, 0.1], [0.0, 0.0, 0.0], [0.0, 0.0, 0.0], [0.0, 0.0, 0.0], [0.0, 0.0, 0.0], [0.3, -0.1, 0.1], [-0.2, -0.1, 0.0], [0.0, 0.0, 0.0], [0.0, 0.0, 0.0], [0.0, 0.0, 0.0], [0.0, 0.0, 0.0], [0.0, 0.0, 0.0], [0.0, 0.0, 0.0], [0.0, 0.0, 0.0]],
  "lowdin_charge": [1.553, -0.041, -0.151, 0.007, 0.068, -0.018, -0.473, 0.325, -0.043, -0.246, -0.173, -0.042, 0.108, -0.173, 0.103, -0.118, 0.076, -0.090, -0.077, -0.118, -0.073, 0.070, -0.069, -0.130, 0.098, 0.071, 0.093, 0.125, 0.133, 0.166, 0.148, 0.118, 0.149, 0.130, 0.148, 0.146, 0.191, 0.194, 0.149, 0.147, 0.142, 0.145, 0.027, -0.317, -0.091, -0.058, 0.049, 0.052, 0.001, 0.088, -0.270, -0.133, 0.102, 0.109, 0.120, 0.134, 0.138, 0.137, 0.145],
  "homo_lumo_gap_ev": [6.2, 5.8],
  "molar_mass_g_mol": 573.189,
  "charge": 3,
  "homo_energy_ev": [-16.477, -16.463],
  "spin_multiplicity": 1
}